No. 1
ORCA calculation (wB97M-V/def2-TZVPD) on an isolated ion of composition C2H5NO2P and charge -1 at a distorted geometry.

```
11
C2H5NO2P (wB97M-V/def2-TZVPD)
C -1.264 -1.474 0.018
C -0.741 -0.479 0.698
N 0.360 1.983 -0.685
O 1.187 -0.904 -1.170
O 1.896 0.222 1.057
P 0.861 -0.023 -0.005
H -2.148 -1.910 0.338
H -0.795 -2.056 -0.819
H -0.983 -0.082 1.589
H 1.181 2.351 -1.257
H 0.445 2.371 0.236
```

Results
SMILES string: C=C[P@](N)(=O)[O-]
Strongest force on any atom, eV/Å: 4.7
2S+1: 1
Total charge: -1
DFT total energy, eV: -17030.628
HOMO level, eV: -4.28


No. 2
ORCA calculation (wB97M-V/def2-TZVPD) on an isolated ion of composition C6H15N2OS and charge +1 at a distorted geometry.

```
25
C6H15N2OS (wB97M-V/def2-TZVPD)
C 2.816 -1.083 0.859
C 1.686 -0.937 -0.117
O 0.975 -1.855 -0.470
N 1.501 0.371 -0.653
C 1.568 1.525 0.264
S 0.298 0.417 -1.845
C -1.172 1.280 -1.220
C -2.217 0.340 -0.619
C -1.875 -0.195 0.791
N -2.011 -1.640 0.958
H 3.142 -2.115 0.850
H 2.447 -0.812 1.848
H 3.632 -0.410 0.614
H 0.757 1.499 0.989
H 2.530 1.545 0.757
H 1.489 2.443 -0.314
H -0.182 -0.843 -1.748
H -1.572 1.745 -2.122
H -0.877 2.088 -0.559
H -2.388 -0.480 -1.316
H -3.144 0.912 -0.589
H -2.564 0.271 1.491
H -0.856 0.064 1.064
H -2.798 -2.001 0.439
H -1.185 -2.131 0.648
```

Results
Strongest force on any atom, eV/Å: 1.2
2S+1: 1
Total charge: +1
DFT total energy, eV: -22320.359
HOMO level, eV: -12.64


No. 3
ORCA calculation (wB97M-V/def2-TZVPD) on a 12-piece molecular cluster, C12H18Cl34N4O2P overall at a distorted geometry.

```
71
C12H18Cl34N4O2P (wB97M-V/def2-TZVPD)
N 6.161 2.282 1.271
P 5.013 1.389 0.895
O 4.420 0.460 2.049
O 5.165 0.284 -0.210
N 3.560 2.265 0.411
C 2.336 1.971 0.896
N 1.504 2.888 1.291
N 1.873 0.648 0.968
Cl 1.366 0.170 -0.613
H 6.193 3.284 1.224
H 5.063 0.317 2.751
H 5.378 0.607 -1.102
H 3.773 3.251 0.540
H 0.663 2.617 1.794
H 1.650 3.867 1.091
H 2.581 0.000 1.302
C -0.628 -1.894 -3.811
Cl -1.305 -2.577 -2.340
Cl 0.897 -1.043 -3.450
Cl -0.367 -3.116 -5.038
H -1.322 -1.156 -4.192
C -5.262 -3.104 -1.183
Cl -4.949 -2.861 -2.909
Cl -6.807 -3.880 -0.917
Cl -3.939 -4.003 -0.432
H -5.302 -2.127 -0.719
C 1.990 4.304 4.858
Cl 3.411 3.649 4.010
Cl 0.839 5.037 3.730
Cl 1.217 3.056 5.813
H 2.346 5.085 5.517
C 2.021 -3.971 -1.232
Cl 3.263 -2.919 -0.511
Cl 2.757 -5.155 -2.294
Cl 1.067 -4.722 0.037
H 1.366 -3.343 -1.820
C -1.285 8.214 2.357
Cl -2.628 9.129 1.703
Cl -1.189 8.356 4.107
Cl -1.407 6.503 1.880
H -0.367 8.600 1.935
C -7.047 -0.032 -2.774
Cl -8.749 -0.237 -2.370
Cl -6.827 1.242 -3.969
Cl -6.077 0.300 -1.331
H -6.690 -0.960 -3.202
C 3.395 -6.530 3.728
Cl 1.866 -6.754 4.573
Cl 3.267 -5.229 2.539
Cl 4.709 -6.227 4.861
H 3.619 -7.443 3.192
C -7.544 -1.205 2.413
Cl -6.000 -1.970 1.990
Cl -8.421 -0.750 0.959
Cl -8.493 -2.272 3.440
H -7.324 -0.306 2.974
C -1.211 -0.156 2.244
Cl -2.167 -1.084 1.110
Cl -1.529 1.595 2.062
Cl -1.496 -0.648 3.904
H -0.165 -0.306 2.015
C -3.224 0.705 -6.780
Cl -4.073 2.228 -6.584
Cl -1.733 0.690 -5.813
Cl -4.241 -0.665 -6.350
H -2.933 0.603 -7.817
C 7.561 -1.461 -2.851
Cl 9.276 -1.291 -2.545
Cl 6.793 0.152 -2.960
Cl 7.236 -2.378 -4.306
H 7.107 -1.970 -2.011
```

Results
Strongest force on any atom, eV/Å: 1.0
2S+1: 1
Total charge: +1
DFT total energy, eV: -457837.321
HOMO level, eV: -12.38


No. 4
ORCA calculation (wB97M-V/def2-TZVPD) on a 12-piece molecular cluster, C36H72O12 overall at a distorted geometry.

```
120
C36H72O12 (wB97M-V/def2-TZVPD)
C 1.965 -4.906 2.675
C 2.402 -4.601 1.263
O 2.166 -3.574 0.620
C 3.178 -5.634 0.580
H 1.300 -4.112 3.039
H 2.880 -4.998 3.262
H 1.479 -5.910 2.626
H 3.720 -6.271 1.273
H 3.802 -5.268 -0.250
H 2.422 -6.273 0.100
C 4.323 -1.221 -0.637
C 3.856 -1.846 -1.923
O 2.909 -1.454 -2.533
C 4.577 -3.145 -2.228
H 4.287 -1.989 0.167
H 3.669 -0.385 -0.339
H 5.337 -0.840 -0.614
H 4.828 -3.136 -3.289
H 3.855 -3.958 -2.017
H 5.486 -3.261 -1.601
C 4.373 1.882 1.565
C 4.059 2.268 3.012
O 3.046 2.913 3.192
C 5.027 1.930 4.092
H 3.611 2.356 0.909
H 4.318 0.799 1.336
H 5.344 2.263 1.228
H 4.667 2.210 5.066
H 5.944 2.397 3.839
H 5.175 0.844 4.021
C -3.700 -1.387 -4.815
C -3.702 -0.121 -4.037
O -4.528 -0.017 -3.156
C -2.673 1.000 -4.223
H -3.727 -1.192 -5.891
H -4.614 -1.887 -4.543
H -2.888 -2.071 -4.496
H -2.099 1.081 -3.291
H -3.184 1.944 -4.434
H -1.983 0.725 -5.022
C -3.283 1.147 -0.526
C -3.661 2.211 0.477
O -3.624 2.041 1.698
C -3.966 3.588 0.033
H -2.800 0.295 -0.093
H -2.518 1.516 -1.211
H -4.103 0.835 -1.202
H -4.677 4.062 0.609
H -4.352 3.619 -1.004
H -3.010 4.110 0.072
C -2.215 -4.125 1.315
C -2.532 -4.478 -0.086
O -1.801 -5.279 -0.674
C -3.564 -3.612 -0.853
H -1.702 -4.986 1.690
H -3.051 -3.860 2.016
H -1.497 -3.324 1.312
H -3.848 -2.756 -0.225
H -4.442 -4.285 -1.079
H -3.170 -3.296 -1.815
C -0.327 7.549 -1.624
C -0.648 6.794 -2.897
O -0.543 7.239 -4.020
C -1.069 5.332 -2.699
H -0.193 7.008 -0.698
H -1.165 8.230 -1.437
H 0.564 8.132 -1.849
H -1.609 5.188 -1.788
H -0.136 4.835 -2.503
H -1.536 4.927 -3.596
C -4.886 -0.310 3.473
C -3.440 -0.373 3.006
O -3.015 -1.010 2.008
C -2.509 0.470 3.835
H -4.953 -0.073 4.557
H -5.445 -1.218 3.271
H -5.322 0.475 2.892
H -3.102 1.194 4.335
H -1.699 0.882 3.172
H -2.021 -0.144 4.556
C 1.369 -3.476 -4.595
C 0.246 -3.665 -3.565
O -0.928 -3.393 -3.737
C 0.611 -4.286 -2.208
H 1.816 -2.516 -4.444
H 0.815 -3.481 -5.545
H 2.156 -4.261 -4.564
H 1.633 -4.075 -1.976
H 0.415 -5.364 -2.345
H -0.014 -3.838 -1.462
C 0.959 6.071 2.067
C -0.047 4.986 1.762
O -0.586 4.860 0.675
C -0.462 4.167 2.909
H 0.427 7.006 2.299
H 1.513 6.365 1.196
H 1.555 5.755 2.934
H -0.796 4.877 3.626
H 0.387 3.626 3.346
H -1.281 3.496 2.698
C 0.727 1.270 -2.619
C 0.187 0.634 -1.336
O 0.018 1.301 -0.362
C -0.121 -0.828 -1.334
H 0.438 2.313 -2.558
H 0.332 0.837 -3.509
H 1.850 1.369 -2.643
H -0.592 -1.105 -2.251
H -0.729 -1.110 -0.471
H 0.756 -1.423 -1.120
C 1.384 -0.009 2.389
C 1.985 -1.135 3.206
O 3.178 -1.401 3.262
C 1.009 -1.889 3.972
H 2.050 0.477 1.716
H 1.016 0.685 3.115
H 0.541 -0.367 1.798
H 0.427 -1.201 4.615
H 1.454 -2.539 4.701
H 0.265 -2.432 3.381
```

Results
SMILES string: CC(C)=O.CC(C)=O.CC(C)=O.CC(C)=O.CC(C)=O.CC(C)=O.CC(C)=O.CC(C)=O.CC(C)=O.CC(C)=O.CC(C)=O.CC(C)=O
Strongest force on any atom, eV/Å: 3.4
2S+1: 1
DFT total energy, eV: -63068.078
HOMO level, eV: -9.18


No. 5
ORCA calculation (wB97M-V/def2-TZVPD) on a 2-piece molecular cluster, C4H11NO overall at a distorted geometry.

```
17
C4H11NO (wB97M-V/def2-TZVPD)
C -0.784 -1.288 0.476
C -1.825 -2.492 0.383
H -0.628 -0.828 1.544
H 0.180 -1.841 0.386
H -1.027 -0.628 -0.318
H -2.592 -2.280 1.108
H -2.194 -2.722 -0.585
H -1.335 -3.468 0.574
C 2.137 1.836 -0.539
C 0.689 1.987 -0.842
O 0.258 2.580 -1.790
N -0.067 1.238 0.103
H 2.581 2.080 0.412
H 2.765 2.390 -1.302
H -1.064 1.263 0.140
H 0.439 1.355 0.980
H 2.466 0.819 -0.728
```

Results
SMILES string: CC(N)=O.CC
Strongest force on any atom, eV/Å: 3.7
2S+1: 1
DFT total energy, eV: -7863.073
HOMO level, eV: -9.81


No. 6
ORCA calculation (wB97M-V/def2-TZVPD) on a 2-piece molecular cluster, C20H29F17N5O2 overall at a distorted geometry.

```
73
C20H29F17N5O2 (wB97M-V/def2-TZVPD)
N 5.679 -0.629 0.626
C 4.483 -1.523 0.236
C 3.857 -1.032 -1.200
C 2.512 -1.991 -1.465
C 1.925 -1.529 -2.929
C 1.385 -2.746 -3.879
C -0.229 -3.116 -3.642
F -0.367 -4.514 -4.198
F -0.436 -3.058 -2.180
C -1.201 -2.169 -4.544
F -0.855 -0.716 -4.303
F -0.737 -2.389 -5.970
C -2.781 -2.476 -4.552
F -3.026 -3.495 -5.642
F -3.474 -1.232 -5.057
C -3.500 -3.062 -3.218
F -2.959 -4.420 -2.821
F -4.894 -3.425 -3.693
C -3.480 -2.122 -1.889
F -2.505 -0.998 -1.908
F -2.999 -3.005 -0.755
C -4.899 -1.521 -1.365
F -4.623 -1.027 0.040
F -5.968 -2.566 -1.131
C -5.593 -0.340 -2.224
F -5.991 -0.718 -3.630
F -6.913 -0.045 -1.546
C -4.827 1.088 -2.340
F -3.787 1.175 -3.405
F -4.225 1.625 -1.105
F -5.880 2.095 -2.747
N 1.515 -1.597 -0.399
C 2.083 -1.666 1.000
N 1.157 -1.894 2.026
N 3.526 -1.463 1.405
H 6.285 -1.295 1.193
H 5.356 0.072 1.357
H 4.942 -2.602 0.053
H 4.607 -1.039 -2.098
H 3.465 0.085 -1.051
H 2.854 -3.121 -1.421
H 2.843 -1.030 -3.506
H 1.162 -0.664 -2.732
H 1.963 -3.729 -3.523
H 1.645 -2.635 -5.025
H 1.099 -0.653 -0.553
H 0.999 -2.829 2.465
H 0.559 -1.050 2.278
H 3.762 -2.320 1.989
C -0.531 5.825 3.045
O 0.825 5.406 3.132
C 1.283 5.282 4.485
C 1.590 3.814 4.805
N 0.358 3.021 4.881
C 0.599 1.576 4.957
C 1.227 0.904 3.720
O 0.379 0.912 2.570
C 0.495 2.074 1.762
H -0.770 5.990 1.991
H -1.200 5.052 3.433
H -0.684 6.763 3.587
H 0.574 5.712 5.204
H 2.212 5.859 4.556
H 2.115 3.755 5.765
H 2.254 3.430 4.024
H -0.207 3.209 4.057
H -0.377 1.107 5.135
H 1.215 1.359 5.838
H 1.378 -0.152 3.969
H 2.220 1.301 3.482
H 1.505 2.498 1.778
H -0.237 2.822 2.069
H 0.260 1.793 0.731
```

Results
Strongest force on any atom, eV/Å: 6.7
2S+1: 1
Total charge: +1
DFT total energy, eV: -78932.302
HOMO level, eV: -11.19


No. 7
ORCA calculation (wB97M-V/def2-TZVPD) on one molecule with the formula C4H6N2 at a distorted geometry.

```
12
C4H6N2 (wB97M-V/def2-TZVPD)
C -0.378 1.618 0.671
C 0.202 0.750 -0.356
C 0.883 -0.447 0.240
N -0.037 -1.494 -0.254
C -0.816 -1.202 -1.352
N -1.477 -1.366 -2.294
H 0.141 2.558 0.422
H -0.205 1.364 1.728
H -1.440 1.833 0.494
H 1.897 -0.621 -0.148
H 0.926 -0.459 1.341
H 0.478 -2.305 -0.560
```

Results
Strongest force on any atom, eV/Å: 1.2
2S+1: 1
DFT total energy, eV: -7220.422
HOMO level, eV: -8.89


No. 8
ORCA calculation (wB97M-V/def2-TZVPD) on C6H5FLaNO4S2 as an isolated structure at a distorted geometry.

```
20
C6H5FLaNO4S2 (wB97M-V/def2-TZVPD)
O 3.660 -1.686 1.004
S 3.212 -0.790 0.026
O 4.045 -0.017 -0.787
F 2.189 -1.525 -0.877
N 2.138 0.210 0.814
S 1.305 1.292 0.118
O 1.647 1.800 -1.147
O 1.210 2.386 1.185
C -0.344 0.486 -0.039
C -1.026 0.703 -1.203
C -2.249 0.086 -1.415
C -2.793 -0.767 -0.465
C -2.132 -0.997 0.715
C -0.918 -0.372 0.945
H -0.604 1.352 -1.954
H -2.789 0.264 -2.331
H -3.731 -1.262 -0.657
H -2.537 -1.663 1.460
H -0.392 -0.582 1.881
La 0.110 1.080 2.725
```

Results
Strongest force on any atom, eV/Å: 4.1
2S+1: 1
Total charge: +2
DFT total energy, eV: -41209.740
HOMO level, eV: -17.77


No. 9
ORCA calculation (wB97M-V/def2-TZVPD) on a 6-piece molecular cluster, C28H72N4O12 overall at a distorted geometry.

```
116
C28H72N4O12 (wB97M-V/def2-TZVPD)
C 3.095 2.264 0.770
O 4.446 2.455 0.513
C 5.138 3.173 1.507
C 5.740 4.422 0.835
N 6.029 5.449 1.832
C 6.390 6.726 1.202
C 6.452 7.862 2.228
O 5.756 8.986 1.735
C 5.818 10.091 2.579
H 2.532 3.200 0.911
H 2.853 1.579 1.590
H 2.557 1.877 -0.102
H 5.987 2.619 1.920
H 4.569 3.489 2.383
H 4.896 4.831 0.252
H 6.584 4.288 0.165
H 5.234 5.667 2.422
H 5.666 6.947 0.411
H 7.406 6.627 0.815
H 7.456 8.134 2.568
H 5.950 7.514 3.143
H 6.865 10.383 2.752
H 5.332 9.979 3.554
H 5.412 11.002 2.137
C -1.825 -0.396 -5.922
O -2.766 -1.397 -5.491
C -3.898 -1.515 -6.339
C -5.079 -2.012 -5.526
N -5.271 -3.473 -5.559
C -4.203 -4.169 -4.864
C -4.714 -5.525 -4.361
O -3.920 -5.945 -3.252
C -4.591 -5.935 -2.034
H -1.067 -0.502 -5.152
H -2.341 0.563 -5.857
H -1.440 -0.571 -6.927
H -3.695 -2.288 -7.087
H -4.157 -0.572 -6.827
H -6.008 -1.557 -5.885
H -5.047 -1.692 -4.475
H -6.203 -3.642 -5.213
H -3.718 -3.562 -4.090
H -3.358 -4.426 -5.511
H -4.598 -6.273 -5.142
H -5.760 -5.453 -4.054
H -4.927 -4.932 -1.728
H -4.081 -6.469 -1.236
H -5.557 -6.466 -2.133
C -4.732 0.232 -4.345
O -3.859 -0.322 -3.373
C -4.506 -1.119 -2.387
C -5.037 -0.279 -1.234
N -3.892 0.481 -0.698
C -4.339 1.684 0.085
C -5.114 1.334 1.361
O -4.430 1.254 2.585
C -3.165 0.643 2.549
H -4.132 0.740 -5.096
H -5.418 0.923 -3.853
H -5.287 -0.543 -4.883
H -3.663 -1.723 -2.036
H -5.225 -1.832 -2.805
H -5.438 -0.969 -0.489
H -5.899 0.307 -1.581
H -3.477 0.898 -1.527
H -4.906 2.398 -0.518
H -3.369 2.152 0.272
H -5.610 0.366 1.217
H -5.841 2.133 1.513
H -3.147 -0.197 1.845
H -2.855 0.292 3.531
H -2.375 1.321 2.208
C -0.809 -2.652 3.217
O -0.309 -1.343 3.457
C 1.106 -1.246 3.213
C 1.522 -1.200 1.724
N 0.408 -0.797 0.871
C 0.620 -1.027 -0.577
C -0.525 -1.765 -1.251
O -0.886 -2.842 -0.426
C -2.075 -3.521 -0.615
H -1.818 -2.665 3.632
H -0.255 -3.461 3.707
H -0.871 -2.880 2.149
H 1.550 -1.869 3.991
H 1.251 -0.198 3.521
H 1.718 -2.285 1.599
H 2.443 -0.663 1.516
H -0.344 -1.386 1.200
H 1.510 -1.663 -0.647
H 0.811 -0.028 -0.961
H -0.233 -2.094 -2.249
H -1.354 -1.058 -1.374
H -2.951 -2.854 -0.562
H -2.144 -4.337 0.104
H -2.186 -3.985 -1.611
C 4.994 -4.000 1.675
C 4.480 -3.881 0.243
O 3.977 -2.605 -0.105
O 4.158 -3.201 2.543
H 5.996 -3.586 1.753
H 4.833 -5.021 2.011
H 3.809 -4.700 -0.014
H 5.367 -4.053 -0.388
H 4.707 -2.063 -0.413
H 3.493 -2.740 2.021
C 3.973 0.648 5.826
C 2.584 1.098 6.277
O 2.623 2.354 6.927
O 4.608 1.534 4.944
H 3.775 -0.285 5.290
H 4.515 0.410 6.749
H 2.280 0.289 6.953
H 1.898 1.253 5.447
H 3.202 2.403 7.692
H 4.328 2.435 5.142
```

Results
SMILES string: COCCNCCOC.COCCNCCOC.COCCNCCOC.COCCNCCOC.OCCO.OCCO
Strongest force on any atom, eV/Å: 3.9
2S+1: 1
DFT total energy, eV: -60722.733
HOMO level, eV: -8.38


No. 10
ORCA calculation (wB97M-V/def2-TZVPD) on C2H6AlF2O as an isolated structure at a distorted geometry.

```
12
C2H6AlF2O (wB97M-V/def2-TZVPD)
Al -9.060 21.025 -18.068
F -9.148 23.407 -16.498
F -7.274 19.687 -19.896
C -9.926 24.546 -21.119
C -8.822 24.344 -20.073
O -8.355 22.981 -20.150
H -10.551 25.418 -20.922
H -10.693 23.769 -21.053
H -9.583 24.490 -22.151
H -9.209 24.497 -19.067
H -7.990 25.031 -20.247
H -7.883 22.936 -20.994
```

Results
Strongest force on any atom, eV/Å: 2.8
2S+1: 1
Total charge: +1
DFT total energy, eV: -16234.216
HOMO level, eV: -15.55